(1)
123
Properties=species:S:1:pos:R:3:forces:R:3 method="wB97M-V/def2-TZVPD" energy_ev=-203985.526 charge=+1 e_lumo_ev=-4.96 e_homo_ha=-0.422 orbital_gap_ha=0.24013
H -1.159344 4.656102 3.893221 -0.004 0.512 0.165
C 0.356967 4.107752 -3.679093 -0.626 0.666 -0.007
C -4.065250 -0.504194 -4.925868 -0.213 -0.101 0.022
H -0.314180 3.923021 -0.498763 0.076 -0.264 0.792
F 3.810762 0.801589 2.118216 -0.585 -0.506 -0.601
H -0.407363 6.646074 1.719948 -0.091 -0.451 -0.077
H 0.485169 -3.130111 -9.117024 -0.167 0.081 0.022
C 3.675745 -6.969860 9.045687 -0.006 -0.200 0.301
H 0.500762 -0.472281 -9.316313 0.002 0.130 -0.014
H 5.783122 -5.722364 7.125456 -0.028 0.029 0.016
C -0.468446 2.031849 -1.497779 -0.081 0.902 -0.002
C 3.897133 3.047019 1.678089 1.329 -0.408 0.507
C -0.552348 5.601787 2.052035 0.550 1.004 0.157
O 1.959089 -5.744153 7.843894 -0.289 3.552 -0.696
H 1.921033 -0.509253 2.816297 -0.399 -0.345 -0.280
F -2.373063 3.222963 2.161505 0.420 0.168 -0.178
C 1.563704 0.332336 0.848496 -0.451 -1.703 -0.120
H 5.084368 -6.491253 4.934124 -0.130 -0.070 0.042
F 3.693235 3.180648 0.385561 -0.761 0.435 -0.236
H -1.853364 3.142457 -0.321262 0.412 -0.078 0.469
C -1.397263 2.491643 -2.659626 -0.036 -0.125 -1.138
H 0.567669 0.247710 0.403292 0.261 0.845 0.242
C -0.318467 -5.877705 5.151610 -0.032 -0.095 -0.152
H 2.386658 -7.765674 7.483727 -0.019 0.250 -0.159
H -1.259589 3.121670 -4.775521 0.220 -0.102 0.331
H 0.827117 -6.050582 3.320539 -0.031 0.215 0.089
N -0.499860 2.377026 1.066499 1.362 -0.131 -0.814
H 2.522984 -2.519211 0.583742 0.360 0.357 0.119
C 2.809966 -1.922252 1.460778 -0.567 -0.535 0.912
F -2.717817 -0.391357 3.390523 0.606 -0.058 -0.341
H 4.195484 -6.035370 8.845892 -0.041 -0.063 -0.164
H 6.191938 -4.449762 5.976722 -0.051 0.029 -0.006
C 0.886142 4.995367 2.013937 -1.647 1.889 0.901
F 2.851437 1.954689 3.580704 -0.605 0.546 0.125
O -1.592758 0.323250 -6.560703 4.199 0.488 0.321
C -1.591017 6.826322 -2.206197 -0.440 -1.060 2.185
F -5.053595 -1.202819 3.136676 0.016 -0.185 0.147
H 0.561543 2.225593 -1.840164 -0.229 -0.336 0.351
H -4.847898 -1.264889 -4.953436 0.015 0.028 0.041
H -2.046010 3.340856 -2.392097 0.277 -0.325 0.215
C 5.362204 -4.988218 6.437765 0.048 -0.139 0.088
C 0.774189 2.521614 1.646516 -0.684 0.969 1.158
H -1.937397 -3.595972 -7.691157 0.063 0.284 0.072
O 1.930371 -4.541167 4.966567 0.397 3.199 2.655
H -2.149556 6.041233 3.489704 0.444 0.084 -0.009
C -1.590265 2.139605 1.930952 -0.587 0.130 0.917
H -2.462333 -0.541326 -10.066683 -0.037 -0.103 0.119
H -0.781966 -4.272155 -9.602180 0.016 0.079 -0.003
I 2.844470 0.197024 -0.909280 -0.356 0.269 0.313
H -1.811818 0.656476 -8.964232 0.006 -0.073 0.194
H 0.044544 2.048290 -4.208673 -0.377 0.237 -0.077
O -2.253503 -1.821756 -5.854783 0.748 0.108 0.646
H -1.237802 5.155269 1.323459 0.177 -0.054 0.356
C 3.012089 1.862409 2.261980 1.504 0.128 0.183
H -4.099410 0.015040 -5.883013 0.216 0.085 0.056
C -2.267618 7.049355 -0.868194 0.881 -0.433 -0.056
N 1.729368 1.625832 1.568111 -0.828 -0.722 -0.686
H 1.125017 4.165779 -4.469950 -0.362 -0.027 0.217
C -0.768328 2.948527 -0.262080 -0.986 -0.691 -2.115
P 2.014683 -5.309365 6.260736 -0.093 -7.650 -2.925
O -1.814089 -1.321913 -8.310499 1.027 0.220 0.258
O 3.337122 -6.245404 5.930537 -0.169 0.739 0.607
H -4.307329 0.209036 -4.134612 -0.027 -0.032 0.015
H -3.822681 6.635665 0.445190 0.321 -0.432 -0.049
P -1.123581 -1.087451 -6.827523 -7.794 -3.712 -1.407
H 0.909004 3.460233 3.444242 0.498 0.061 -0.066
F 3.795010 4.160626 2.371226 -0.795 0.489 -0.155
H -0.259907 -1.401977 -10.605633 0.030 -0.001 0.036
O 0.789275 -6.366548 5.926370 -0.312 0.725 0.496
H -1.222251 -6.322008 5.572590 0.108 -0.099 0.046
H 1.565128 -7.385520 8.980651 -0.172 0.292 -0.130
F -3.578204 1.744617 0.734169 0.034 -0.103 -0.063
F -2.114575 0.189545 0.566976 0.447 -0.402 0.368
O -0.329925 -2.532168 -6.865551 2.274 2.845 0.948
C -2.714063 -1.151657 -4.679191 -0.379 0.106 -0.154
H 0.395920 6.258011 -3.644136 -0.480 -0.040 -0.151
H -0.562472 0.960536 -1.275887 -0.166 0.335 -0.038
H -0.175959 0.353405 -10.738242 0.010 0.020 0.063
H -3.458436 5.288679 -0.807388 -0.240 0.558 -0.225
H -0.495162 6.301376 4.168718 -0.148 -0.074 -0.327
F -4.004398 1.327640 3.372445 0.260 0.514 -0.238
F -1.086472 1.810852 3.153672 0.074 -0.430 -0.288
C -1.107450 5.688863 3.494062 -0.220 -1.349 -0.400
H 1.415009 5.608457 2.762350 0.166 -0.573 -0.322
H -0.390327 -7.287532 3.511980 -0.077 0.038 0.040
I -0.105382 -2.076427 2.032629 0.063 0.315 -0.075
O -1.123540 5.571865 -2.416034 -0.071 0.356 -0.207
Br 1.699488 5.554971 0.321234 -0.026 -0.617 0.190
C -3.228535 6.278907 -0.400999 -0.538 -0.451 0.465
F 5.177787 2.694163 1.799036 0.112 -0.394 0.240
C -0.375523 5.472913 -3.651962 1.092 -0.819 -0.250
H -0.415435 -4.797729 5.260853 0.062 -0.004 0.039
C -0.589140 2.909751 -3.926714 0.691 -0.206 0.650
H 0.593818 -4.812438 -8.651361 0.000 0.050 -0.009
H -2.800407 -1.898002 -3.885793 0.041 -0.115 -0.126
C -0.870877 -3.695123 -7.509770 -0.059 -0.433 -0.718
H -0.882726 -5.638884 3.089462 -0.017 -0.050 -0.010
H -1.912034 7.879630 -0.252185 -0.353 0.254 -0.779
N 1.041979 3.619685 2.449800 0.468 -0.606 -0.704
H 4.767233 -4.286149 7.028177 0.033 0.085 -0.087
H -2.075107 1.688853 -3.000138 0.240 0.155 0.437
F -5.680116 0.279621 1.755529 -0.122 0.174 -0.887
H 2.865232 -2.632265 2.307478 -0.028 0.232 -0.364
H -1.021667 5.578516 -4.535613 0.056 0.157 0.426
C -0.104649 -3.986105 -8.796685 0.066 -0.362 -0.036
C 1.679035 -0.921044 1.821799 1.747 0.562 -0.021
C -2.636302 1.048969 1.432864 -0.608 1.146 -0.008
H 4.276458 -4.977250 4.572764 -0.197 -0.006 0.058
O -1.505739 7.711173 -2.975742 0.378 1.412 -1.503
C 2.347216 -7.048861 8.299523 0.589 -0.526 0.284
H 3.803746 -1.466596 1.380213 -0.404 -0.006 -0.250
H -1.983533 -0.414870 -4.342067 -0.009 0.053 -0.097
C -3.447616 0.391241 2.590274 -0.775 -0.858 -0.024
H -0.742751 -4.524363 -6.812908 0.094 0.271 0.233
C -0.183840 -6.229516 3.685869 0.058 -0.354 -0.192
H 4.327335 -7.802835 8.779008 0.014 0.064 -0.046
C -1.664532 -0.355099 -9.345816 -0.057 0.315 -0.346
H 3.515494 -7.015847 10.124419 0.012 0.032 -0.037
C -0.319727 -0.471856 -10.039316 -0.031 -0.177 -0.072
C 4.516318 -5.672568 5.379430 0.351 0.087 -0.226
C -4.662212 -0.488112 2.076599 0.237 -0.017 1.639
F -4.322228 -1.341322 1.134024 0.033 0.152 -0.707
H 0.911959 4.046517 -2.723287 -0.182 -0.232 -0.337



(2)
99
Properties=species:S:1:pos:R:3:forces:R:3 method="wB97M-V/def2-TZVPD" spin_multiplicity=5 energy_ev=-120970.331 charge=+1 e_lumo_ev="-1.96 / -4.29" e_homo_ha="-0.342 / -0.361" de_lowest_kj_mol=0.0 orbital_gap_ha="0.27034 / 0.20336"
C 3.841622 0.283830 1.355320 -0.388 -0.184 0.412
C -0.967580 2.722695 1.922253 -0.066 -0.256 0.700
C 5.291313 -1.134350 2.678775 -0.180 0.056 -0.005
H 1.177251 -0.144508 -0.971668 0.050 0.048 -0.307
H 2.838904 -2.844018 -0.451246 -0.174 -0.161 -0.190
C -1.984179 3.817635 1.709722 0.171 0.507 0.180
H 2.578880 1.433866 -2.763517 -0.178 0.138 -0.194
H 1.886696 3.470371 -0.140990 -0.251 0.141 -0.114
C 3.233167 -0.256275 3.649798 0.233 -0.203 -0.354
H -5.714425 0.196670 0.798371 0.335 0.031 0.436
C 2.764337 -3.411146 -1.388214 0.311 0.032 0.068
H -4.093290 0.492123 -0.902923 0.143 0.155 0.072
C -0.641699 -1.104934 3.729560 0.480 -0.393 -1.425
H -0.596671 -0.102190 -1.190634 0.161 0.142 -0.438
H 3.764590 -3.420287 -1.828330 -0.076 0.018 -0.056
H 2.308763 4.039880 3.385628 0.423 -0.105 0.017
C 1.489219 2.306405 2.540345 0.783 -0.848 -0.261
H -1.221351 1.768537 4.386727 -0.405 0.004 0.110
H 1.912085 2.902408 -3.543095 0.018 -0.361 -0.035
H -2.435181 1.013547 -0.557687 -0.044 0.147 -0.058
H -3.196613 -3.205233 -4.730894 0.020 -0.028 0.315
C 1.659911 1.911934 -3.134398 -0.160 0.015 0.079
H -0.754877 -3.192634 -5.839340 0.000 0.268 0.083
C 2.443236 -0.083434 4.913770 -0.350 -0.031 0.257
H -4.502838 0.307477 4.946962 -0.024 0.059 -0.297
H -2.452546 1.281247 5.578509 -0.011 0.232 -0.434
H -0.208694 -2.225283 -2.363133 0.164 -0.239 -0.127
C 5.018203 -0.452265 1.494079 -0.214 -0.256 0.690
H 5.708716 -0.474844 0.653803 -0.014 -0.028 0.189
H -1.082670 3.344580 -3.252535 -0.144 -0.170 0.207
C -1.249027 2.603677 -2.454448 0.069 0.097 -0.075
H 1.219582 1.295139 -3.931503 0.226 0.113 0.101
H -0.803905 -5.848416 -2.568766 0.107 0.183 0.006
C -3.250432 -3.053899 -3.645876 -0.307 -0.272 -0.212
H -2.884798 -3.957009 -3.138134 -0.089 0.253 -0.135
C 1.811735 -2.765817 -2.360428 -0.627 -0.177 0.425
H -2.594236 -1.677896 -2.132185 0.053 0.117 -0.150
C -0.595941 -1.331915 -4.702255 -0.047 0.057 0.145
H 0.824112 -5.322919 -2.993381 -0.313 0.113 0.060
C -2.304251 1.750831 4.592223 0.519 0.228 0.174
H -4.304864 -2.926876 -3.386339 0.062 -0.072 0.006
H -2.800967 3.773875 2.448345 0.271 -0.067 -0.306
H 1.366439 4.390141 -1.567039 -0.132 -0.216 0.232
H 1.847387 -0.979155 5.157680 0.289 0.378 -0.196
C -0.202116 -4.113051 -1.504593 0.371 0.647 0.013
H -1.742566 1.724484 -2.893182 -0.004 0.247 0.085
C 3.684999 0.986577 0.049249 -0.115 0.292 -0.688
N 1.632103 1.017434 2.246528 -0.143 0.794 -0.413
H 1.698783 -3.331720 -3.297033 0.117 0.347 0.282
C -4.286575 0.442811 3.886375 -0.479 0.113 -0.477
H 3.454766 3.194261 2.307619 -0.242 -0.179 0.277
N -1.388594 1.456313 1.841738 0.268 1.042 -0.310
C 2.680224 3.056095 3.080751 -0.235 0.566 0.203
C -0.966196 -2.119857 -5.934330 -0.115 -0.031 -0.382
O 0.433923 -2.741308 -1.710560 0.188 -0.521 -0.554
H 2.805201 1.628660 -0.017382 0.091 -0.167 0.089
H 4.570723 1.600291 -0.177838 -0.258 -0.124 0.163
H -2.661281 2.803622 4.639739 0.292 -0.521 0.124
H 6.202918 -1.722943 2.778703 -0.224 0.142 -0.003
H -0.380512 -1.737263 -6.772878 -0.044 -0.039 -0.012
H 2.044478 -1.708433 -2.553626 -0.216 -0.375 0.089
H 0.389281 -4.546413 -0.698358 -0.295 0.054 -0.003
H 0.480021 4.145494 2.453319 -0.048 -0.348 -0.143
Rh 0.028793 0.141937 1.115756 0.735 1.309 0.394
H -1.909448 3.052888 -1.697753 0.148 -0.160 -0.314
C 4.399428 -1.021161 3.747281 0.156 0.186 -0.428
H -2.421831 3.758338 0.700161 0.112 -0.130 0.357
H 4.605451 -1.501436 4.704182 0.078 0.103 -0.254
C -3.479830 1.161842 -0.283957 -0.022 -0.297 -0.407
C 0.277651 0.474598 -0.841955 -0.006 -0.027 -1.418
H 2.505937 -4.456745 -1.181144 0.038 0.278 -0.011
Se -0.775615 -1.437494 5.462702 -0.300 0.146 -1.006
H 1.746396 0.752722 4.820083 -0.014 -0.126 0.196
N -0.447324 -0.968139 2.543101 -1.073 -2.508 4.410
C -3.702760 0.847841 1.161758 0.174 -0.047 0.839
H -1.212929 -3.868418 -1.155015 0.360 -0.033 -0.057
C -3.095965 1.060295 3.521201 0.190 -0.426 -0.187
H -2.859667 -0.925115 -3.725371 -0.058 -0.039 0.134
H -0.997561 -0.313814 -4.753843 0.131 -0.043 0.007
H -3.776766 2.188402 -0.556378 0.166 -0.282 0.233
Si 0.422891 2.147234 -1.724797 0.074 -0.300 -0.169
C 1.034200 3.664185 -0.804545 -0.002 0.172 0.112
O -1.085782 -1.940570 -3.489495 0.147 0.143 0.240
C -4.949361 0.370972 1.569521 -0.180 -0.294 -0.014
C -2.498651 -1.822996 -3.214438 0.157 0.133 -0.064
H -0.605349 -4.434819 -3.621525 0.140 -0.145 0.303
C 2.887723 0.335792 2.404758 0.836 0.045 0.536
C 0.338822 3.075219 2.292615 -0.547 0.601 -0.152
C -2.721542 1.093076 2.155010 -1.098 0.495 -0.135
H 0.230334 4.133929 -0.219626 0.320 -0.115 -0.121
H -6.178367 -0.357850 3.197412 0.431 0.191 -0.145
H 3.630620 0.242324 -0.757360 -0.109 0.170 0.013
H -1.480182 4.787121 1.801287 -0.264 -0.150 -0.011
C -5.218635 0.086455 2.908557 -0.066 0.049 0.069
H 3.120631 2.565893 3.956674 -0.031 -0.002 -0.303
C -0.185749 -4.960629 -2.753126 0.086 -0.193 -0.216
H 3.107127 0.092084 5.782134 -0.243 0.020 -0.521
H 0.493151 -1.263567 -4.594844 -0.230 -0.039 0.100
H -2.020526 -1.987012 -6.196198 0.156 -0.088 0.056